Record 1
This record from the Open Molecules 2025 dataset describes a cluster of 11 separate species, C40H54BN10 in total. The level of theory is ωB97M-V/def2-TZVPD.

For the gap between HOMO and LUMO, the calculation gives 7.86 eV. The calculation puts the energy above the lowest of the compared OMol25 structures with the same formula, charge and spin at 37.8 kcal/mol.

```
! RIJCOSX wB97M-V def2-TZVPD def2/J DEFGRID3
* xyz -1 1
B 21.428 21.001 5.508
H 20.553 20.347 4.684
H 21.843 20.200 6.346
H 22.294 21.399 4.879
H 20.993 21.834 6.226
N 18.817 18.175 0.922
C 18.224 16.916 1.129
C 18.945 16.368 2.313
C 19.829 17.424 2.894
C 19.751 18.632 1.887
H 18.556 18.909 0.209
H 17.369 16.585 0.474
H 18.652 15.372 2.772
H 20.518 17.417 3.769
H 20.260 19.585 2.150
N 18.578 17.786 8.104
C 18.706 17.862 6.667
C 18.392 16.471 6.162
C 18.059 15.820 7.473
C 18.037 16.637 8.626
H 18.723 18.483 8.711
H 18.948 18.717 6.190
H 18.089 16.146 5.057
H 17.767 14.861 7.414
H 17.701 16.605 9.681
N 20.537 24.875 5.751
C 20.389 25.411 4.505
C 19.871 26.834 4.686
C 19.856 27.074 6.190
C 20.257 25.800 6.807
H 20.706 23.840 5.855
H 20.521 24.747 3.728
H 19.532 27.294 3.896
H 19.608 27.930 6.804
H 20.354 25.333 7.837
N 15.948 21.314 3.714
C 14.753 21.172 3.166
C 14.478 19.639 2.952
C 15.843 18.980 3.351
C 16.739 20.126 3.713
H 16.206 22.196 4.206
H 14.027 22.010 2.936
H 13.609 19.177 2.641
H 16.064 17.910 3.234
H 17.788 20.158 3.904
N 23.679 19.560 3.295
C 23.441 18.937 2.093
C 24.692 18.123 1.629
C 25.729 18.564 2.693
C 24.975 19.300 3.711
H 22.923 20.226 3.754
H 22.630 18.564 1.510
H 24.577 17.533 0.663
H 26.760 18.091 2.896
H 25.409 19.663 4.486
N 18.319 20.471 9.727
C 17.836 19.555 10.643
C 18.954 18.880 11.209
C 20.234 19.412 10.554
C 19.706 20.408 9.615
H 17.771 21.108 9.224
H 16.697 19.442 10.785
H 18.968 17.969 12.043
H 21.159 19.309 10.780
H 20.312 20.890 8.926
N 25.052 21.825 9.741
C 23.623 21.651 9.631
C 23.039 21.392 11.098
C 24.258 21.551 11.993
C 25.470 21.790 11.072
H 25.664 21.965 9.125
H 23.320 21.389 8.646
H 22.028 21.394 11.226
H 24.401 21.604 13.093
H 26.498 22.118 11.360
N 16.182 21.647 7.571
C 17.471 21.760 7.149
C 18.079 22.937 7.685
C 17.100 23.519 8.523
C 15.819 22.733 8.405
H 15.458 20.878 7.444
H 17.832 20.888 6.450
H 18.957 23.386 7.477
H 17.305 24.431 9.131
H 14.808 22.825 8.756
N 20.370 22.451 2.525
C 19.009 22.763 2.390
C 18.641 23.381 1.080
C 19.958 23.457 0.388
C 21.024 22.838 1.355
H 20.887 22.081 3.311
H 18.179 22.532 3.279
H 17.659 23.828 0.819
H 20.213 23.593 -0.558
H 22.161 22.750 1.278
N 24.618 16.469 8.318
C 24.114 17.672 8.723
C 24.293 17.887 10.206
C 24.875 16.550 10.733
C 25.189 15.726 9.469
H 24.577 16.022 7.467
H 23.622 18.466 8.025
H 24.192 18.877 10.513
H 24.927 16.488 11.647
H 25.636 14.739 9.254
*
```

These are the Löwdin partial charges, in e, on atoms 1 to 8:
1 B -0.4436
2 H 0.0039
3 H -0.0492
4 H -0.1001
5 H -0.0864
6 N -0.0702
7 C -0.1374
8 C -0.1366

***

Record 2
This record from the Open Molecules 2025 dataset describes a cluster of 7 separate species, C40H54BN11O5P in total. The level of theory is ωB97M-V/def2-TZVPD.

For the gap between HOMO and LUMO, the calculation gives 7.60 eV.

```
! RIJCOSX wB97M-V def2-TZVPD def2/J DEFGRID3
* xyz -1 1
C 0.298 -0.887 -6.211
C 0.415 0.418 -5.277
O 0.583 1.553 -5.808
N 0.336 0.216 -3.806
C 1.667 0.597 -3.170
C 2.275 -0.688 -2.369
C 3.304 -0.278 -1.203
C 2.665 0.558 0.012
B 1.617 -0.329 0.971
C 2.509 -1.575 1.580
C 1.991 -3.054 1.213
N 1.982 -3.389 -0.233
N 0.652 -3.411 1.759
N 2.980 -4.025 1.857
C 1.304 0.693 2.265
P -0.270 0.291 3.193
O -1.576 0.665 2.477
O -0.236 1.254 4.644
O -0.415 -1.320 3.722
O 0.389 -0.767 0.256
C -0.254 0.302 -0.392
N -0.590 1.427 -0.715
H -0.051 -1.765 -5.542
H 1.298 -1.199 -6.685
H -0.454 -0.751 -7.060
H 0.144 -0.793 -3.655
H 2.386 0.961 -3.992
H 1.474 1.459 -2.436
H 2.891 -1.261 -3.168
H 1.429 -1.381 -2.043
H 4.080 0.428 -1.708
H 3.939 -1.168 -0.818
H 2.224 1.578 -0.293
H 3.549 0.812 0.724
H 3.640 -1.505 1.326
H 2.470 -1.499 2.741
H 1.108 -3.125 -0.702
H 2.819 -3.066 -0.729
H 0.411 -4.310 1.287
H 0.717 -3.680 2.760
H 2.848 -4.042 2.881
H 3.937 -3.638 1.707
H 1.142 1.737 1.782
H 2.245 0.728 2.930
H -0.087 0.652 5.416
H -1.148 -1.694 3.152
N -0.873 5.206 4.119
C -1.510 6.275 3.613
C -2.664 6.195 2.850
C -3.192 4.938 2.588
C -2.554 3.816 3.096
C -1.407 4.001 3.852
H -1.057 7.235 3.842
H -3.137 7.093 2.469
H -4.094 4.835 1.993
H -2.938 2.821 2.911
H -0.875 3.154 4.273
N -3.279 -2.429 2.159
C -3.923 -1.364 1.649
C -5.080 -1.453 0.890
C -5.603 -2.713 0.638
C -4.957 -3.830 1.151
C -3.808 -3.636 1.901
H -3.472 -0.402 1.872
H -5.558 -0.561 0.507
H -6.505 -2.823 0.048
H -5.338 -4.828 0.972
H -3.270 -4.477 2.326
N -8.431 -1.110 -0.808
C -9.072 -0.045 -1.318
C -10.228 -0.131 -2.077
C -10.754 -1.390 -2.331
C -10.111 -2.507 -1.818
C -8.962 -2.315 -1.068
H -8.620 0.916 -1.095
H -10.704 0.762 -2.460
H -11.657 -1.498 -2.922
H -10.494 -3.504 -1.997
H -8.426 -3.158 -0.643
N -1.207 1.766 -10.731
C -0.455 1.741 -9.617
C -0.969 1.868 -8.336
C -2.339 2.035 -8.193
C -3.139 2.066 -9.327
C -2.530 1.926 -10.563
H 0.610 1.612 -9.782
H -0.313 1.838 -7.470
H -2.779 2.140 -7.207
H -4.212 2.195 -9.252
H -3.113 1.940 -11.479
N 5.787 -0.731 1.158
C 6.639 -0.025 0.396
C 7.949 0.246 0.753
C 8.410 -0.236 1.971
C 7.550 -0.966 2.778
C 6.259 -1.186 2.328
H 6.230 0.332 -0.544
H 8.593 0.819 0.098
H 9.430 -0.044 2.288
H 7.876 -1.356 3.734
H 5.550 -1.755 2.922
N 5.928 0.645 4.925
C 6.630 1.154 5.950
C 6.119 1.320 7.227
C 4.805 0.942 7.463
C 4.056 0.414 6.422
C 4.659 0.285 5.181
H 7.651 1.438 5.715
H 6.733 1.735 8.018
H 4.369 1.058 8.450
H 3.028 0.110 6.570
H 4.116 -0.125 4.335
*
```

These are the Löwdin partial charges, in e, on atoms 1 to 8:
1 C -0.0207
2 C -0.3981
3 O -0.0276
4 N 0.0272
5 C -0.1828
6 C -0.1818
7 C -0.2106
8 C -0.1407

***

| no. | maximum force (eV/Å) | E_LUMO (eV) | highest occupied orbital energy (eV) |
| --- | --- | --- | --- |
| 1 | 15.42 | 2.4 | -5.498 |
| 2 | 6.01 | 2.1 | -5.532 |